2 unconnected molecules or ions with the total composition C2H5NOS at a distorted geometry. Source: the OMol25 dataset; level of theory: ωB97M-V/def2-TZVPD.

Geometry (Å):
C  -1.419  0.083  0.344
C  0.833  0.567  -0.085
N  -1.861  -1.181  0.593
O  -1.763  -0.702  -0.784
S  1.436  -1.085  0.033
H  -2.037  0.910  0.489
H  1.023  0.976  0.877
H  0.691  0.904  -1.023
H  -0.987  -1.722  0.640
H  1.407  -1.284  -1.289

Output
energy relative to the best compared isomer or geometry (same formula, charge and spin) = 6.4811 eV
highest occupied orbital energy = -8.31 eV

=====

A gas-phase ion, C6H7BrN3O (charge +1) at a distorted geometry. Source: the OMol25 dataset; level of theory: ωB97M-V/def2-TZVPD.

Geometry (Å):
C  2.853  1.765  -0.276
C  2.377  0.506  0.104
C  0.601  2.021  -0.003
C  0.305  -0.491  0.338
C  -0.995  -1.043  0.258
C  -3.216  -0.862  -0.236
N  0.964  0.635  0.090
N  1.715  2.562  -0.299
N  -1.969  -0.318  -0.162
O  -1.262  -2.345  0.496
Br  3.354  -1.079  0.019
H  3.879  2.169  -0.068
H  1.020  -1.341  0.468
H  -3.330  -1.876  0.188
H  -3.963  -0.185  0.106
H  -3.626  -0.739  -1.314
H  1.742  3.543  -0.321
H  -0.449  -2.923  0.611

Output
energy relative to the best compared isomer or geometry (same formula, charge and spin) = 5.4615 eV
highest occupied orbital energy (spin up / spin down) = -13.38 / -13.39 eV
charge = +1